C19H28N2O3 | the ωB97M-V functional and the def2-TZVPD basis

Last column: natural (NBO) charge in e.
Positions of all 52 atoms, in Å:
O: -1.05134 -1.65031 -2.55284  -0.636
O: 3.68871 -1.09222 -0.98505  -0.567
O: -1.54072 2.78357 -0.51504  -0.625
N: 1.06574 -1.11001 -2.00254  -0.636
N: -2.52522 0.73064 -0.42720  -0.438
C: -0.25191 -1.19333 -1.76092  0.686
C: 4.05486 -2.01738 0.03526  0.107
C: -0.22584 0.76109 -0.11823  -0.494
C: 5.46489 -1.71753 0.54563  -0.631
C: -2.36026 2.17762 3.59106  -0.199
C: -3.88549 1.16719 -0.58234  -0.208
C: 1.66909 -1.54124 -3.24222  -0.222
C: -2.44643 3.55702 3.53465  -0.222
C: 4.02585 -1.46304 -2.30627  -0.064
C: -3.91894 1.99046 1.76391  0.079
C: -4.00215 3.37614 1.71925  -0.229
C: -4.65191 1.15468 0.75297  -0.447
C: 2.95172 -2.32862 -2.97884  -0.434
C: -3.27253 4.15436 2.59784  -0.193
C: -2.18082 -0.65547 -0.23214  -0.209
C: -0.65289 -0.68918 -0.36467  -0.312
C: 3.02606 -1.89274 1.15507  -0.623
C: -3.09221 1.40114 2.71004  -0.259
C: -1.48371 1.58183 -0.37647  0.691
H: 4.02699 -3.03972 -0.36967  0.166
H: 2.04500 -2.20176 0.80234  0.208
H: -0.20804 -1.37103 0.36479  0.227
H: 5.49469 -0.71828 0.97214  0.213
H: 5.75038 -2.43917 1.30585  0.211
H: 4.13546 -0.52328 -2.85608  0.189
H: 0.07339 0.92502 0.91902  0.235
H: 0.58228 1.10260 -0.76279  0.236
H: -2.51058 -1.00924 0.75165  0.180
H: -3.83841 2.19000 -0.96496  0.234
H: 6.18506 -1.76638 -0.26807  0.211
H: -1.71888 1.70362 4.32084  0.208
H: 1.71367 -0.76505 -1.30591  0.423
H: 2.72520 -3.18846 -2.34518  0.206
H: -4.63928 3.84724 0.98499  0.209
H: 4.98973 -1.98621 -2.32386  0.174
H: -5.65161 1.55574 0.57791  0.219
H: 3.34440 -2.69679 -3.92700  0.218
H: 2.97139 -0.85835 1.48432  0.214
H: -4.38825 0.52627 -1.31378  0.202
H: 0.93177 -2.15524 -3.76600  0.236
H: 1.89854 -0.66788 -3.86599  0.185
H: -4.75054 0.12728 1.10877  0.205
H: -1.87058 4.16466 4.21725  0.211
H: -3.02141 0.32296 2.76376  0.202
H: 3.31025 -2.51907 1.99571  0.215
H: -2.64277 -1.27501 -1.00889  0.235
H: -3.34239 5.23087 2.54794  0.212

The relative energy (zero: lowest compared OMol25 entry of this formula, charge and spin) comes out at 78.3 kJ/mol. The value obtained for the largest force on an atom is 0.51 eV/A. As for the SMILES: CC(C)OCCCNC(=O)[C@H]1CC(=O)N(CCc2ccccc2)C1. The highest occupied orbital energy is -8.78 eV. For the HOMO-LUMO gap, the calculation gives 9.5 eV. The energy comes out at -29281.4907 eV.